No. 1
Molecular formula: C6H18B2NO7
Method: DFT, the ωB97M-V functional and the def2-TZVPD basis

Properties
Frontier orbital gap = 0.2262 hartree
2S+1 = 1
Total charge = -1

Positions of all 34 atoms, in Å:
B 1.860 2.509 -3.461
B 0.200 2.582 -3.296
N -0.540 3.858 -3.537
O -0.670 1.468 -2.930
H 2.284 1.436 -3.852
H 2.344 2.748 -2.368
H 2.213 3.348 -4.279
H 0.041 4.490 -4.054
H -0.882 4.282 -2.690
H -0.992 1.168 -3.763
C -0.920 -0.434 -0.262
O -2.066 -1.043 0.366
C -3.029 -1.412 -0.467
O -3.025 -1.304 -1.657
O -4.018 -1.945 0.262
C -5.121 -2.388 -0.519
H -0.216 -0.191 0.531
H -0.443 -1.126 -0.951
H -1.194 0.482 -0.781
H -4.813 -3.168 -1.214
H -5.569 -1.556 -1.061
H -5.854 -2.797 0.172
C 4.841 -0.946 3.283
O 3.644 -1.243 3.999
C 2.535 -0.924 3.333
O 2.488 -0.437 2.243
O 1.490 -1.244 4.092
C 0.234 -0.947 3.481
H 5.671 -1.245 3.918
H 4.883 -1.509 2.352
H 4.914 0.121 3.081
H 0.109 -1.509 2.558
H 0.141 0.121 3.290
H -0.541 -1.246 4.182

---

No. 2
Molecular formula: C8H11N2S
Method: DFT, the ωB97M-V functional and the def2-TZVPD basis

Properties
Frontier orbital gap (alpha / beta) = 0.2408 / 0.2407 hartree
2S+1 = 1
Total charge = +1
Energy relative to the best compared isomer or geometry (same formula, charge and spin) = 47.7 kcal per mole

Positions of all 22 atoms, in Å:
C -3.061 1.464 -0.006
C -2.499 0.464 -0.733
C -2.440 1.885 1.121
C -1.296 -0.103 -0.333
C -1.112 1.578 1.414
C -0.536 0.629 0.613
C 2.025 -2.383 -1.928
C 3.389 0.139 1.054
N 0.766 0.017 0.761
N 1.216 -2.104 -0.983
S 1.985 0.832 1.596
H -4.169 1.745 -0.153
H -3.186 0.081 -1.513
H -2.875 2.514 1.842
H -0.857 -0.911 -0.957
H -0.659 2.088 2.259
H 3.022 -1.914 -1.980
H 1.630 -2.999 -2.695
H 3.209 -0.466 0.215
H 4.194 0.650 1.586
H 0.964 -0.720 -0.041
H 0.290 -2.485 -1.140

---

No. 3
Molecular formula: C4H10NO3
Method: DFT, the ωB97M-V functional and the def2-TZVPD basis

Properties
Frontier orbital gap = 0.2789 hartree
2S+1 = 1
Total charge = -1
Energy relative to the best compared isomer or geometry (same formula, charge and spin) = 66.4 kcal per mole

Positions of all 18 atoms, in Å:
O -0.618 1.199 -2.312
C -0.030 0.061 -2.119
N 0.509 -0.159 -0.972
C 0.880 -1.331 -0.235
C 0.373 -1.481 1.254
C 0.272 -0.085 1.920
O -0.950 0.466 1.459
H 0.095 -0.492 -3.096
H -0.767 1.009 0.674
H 1.995 -1.284 -0.270
H 0.580 -2.242 -0.780
H -0.639 -1.825 1.060
H 1.066 -2.215 1.604
H 0.019 -0.263 2.992
H 1.206 0.393 1.595
H -2.064 2.716 -1.017
H -0.658 2.461 -1.133
O -1.265 3.071 -0.624

---

No. 4
Molecular formula: C5H11NO
Method: DFT, the ωB97M-V functional and the def2-TZVPD basis

Properties
Frontier orbital gap = 0.3129 hartree
2S+1 = 1
Total charge = 0
Energy relative to the best compared isomer or geometry (same formula, charge and spin) = 61.0 kcal per mole

Positions of all 18 atoms, in Å:
N 0.690 -0.035 1.458
C -0.553 0.049 0.823
C -0.730 -0.306 -0.475
C 0.253 -1.007 -1.253
C 0.208 -1.600 -2.471
C -1.637 0.683 1.649
H 0.956 0.584 2.197
H 1.031 -0.978 1.571
H -1.587 0.175 -0.945
H 1.154 -1.126 -0.656
H 0.878 -2.426 -2.666
H -0.262 -1.111 -3.322
H -1.171 1.558 2.109
H -2.543 0.967 1.104
H -1.988 0.003 2.428
H 2.155 1.172 0.013
H 1.271 1.454 -1.074
O 1.874 1.943 -0.489

---

No. 5
Molecular formula: C4H5NO
Method: DFT, the ωB97M-V functional and the def2-TZVPD basis

Properties
Frontier orbital gap = 0.3706 hartree
2S+1 = 1
Total charge = 0
Energy relative to the best compared isomer or geometry (same formula, charge and spin) = 82.2 kcal per mole

Positions of all 11 atoms, in Å:
O -1.868 1.026 0.178
C -1.183 0.418 0.963
N 0.807 0.678 -1.182
C 0.916 -0.372 -1.879
C -0.374 -0.699 1.340
C -0.581 0.264 2.247
H 0.567 1.483 -1.764
H 1.136 -1.315 -1.372
H 0.804 -0.423 -2.967
H 0.128 -1.647 1.178
H -0.354 0.587 3.257

---

No. 6
Molecular formula: C14H23CuN3O7
Method: DFT, the ωB97M-V functional and the def2-TZVPD basis

Properties
Frontier orbital gap (alpha / beta) = 0.2346 / 0.2425 hartree
2S+1 = 2
Total charge = 0
Energy relative to the best compared isomer or geometry (same formula, charge and spin) = 13.2 kcal per mole

Positions of all 48 atoms, in Å:
Cu -1.974 1.055 1.075
O -5.431 -0.672 1.773
C -4.252 -0.533 1.428
O -3.592 0.543 1.738
C -3.598 -1.674 0.627
C -3.508 -1.328 -0.881
C -3.363 -2.594 -1.766
C -1.899 -3.026 -1.427
C -1.419 -1.950 -0.428
O -2.152 -0.759 -0.910
C -2.155 -2.168 0.932
C -1.481 -1.618 2.241
O -1.236 -2.336 3.213
O -1.249 -0.304 2.189
H -4.297 -2.543 0.694
H -4.191 -0.545 -1.273
H -3.463 -2.302 -2.815
H -4.126 -3.328 -1.552
H -1.289 -3.008 -2.363
H -1.809 -4.069 -1.025
H -0.368 -1.780 -0.394
H -2.214 -3.249 1.161
N -2.465 2.977 0.610
C -1.234 3.712 0.545
C -0.215 2.823 -0.209
O 0.785 3.321 -0.727
O -0.555 1.550 -0.145
H -2.861 2.887 -0.319
H -3.180 3.375 1.237
H -0.767 3.923 1.518
H -1.235 4.719 0.059
N 5.108 0.984 -1.157
C 5.508 0.352 0.155
C 4.439 0.620 1.197
N 3.148 0.160 0.735
C 2.654 0.455 -0.573
C 3.799 0.342 -1.602
H 5.810 0.750 -1.866
H 5.014 2.003 -1.070
H 6.498 0.786 0.396
H 5.661 -0.722 -0.040
H 4.467 1.745 1.435
H 4.704 0.007 2.056
H 2.460 0.049 1.483
H 2.198 1.466 -0.659
H 1.875 -0.221 -0.935
H 3.470 0.844 -2.547
H 3.982 -0.719 -1.816

---

No. 7
Molecular formula: C12H13BrN2O4
Method: DFT, the ωB97M-V functional and the def2-TZVPD basis

Properties
Frontier orbital gap = 0.3459 hartree
2S+1 = 1
Total charge = 0

Positions of all 32 atoms, in Å:
C -8.677 -0.599 0.309
H -8.830 -0.335 1.356
H -9.057 0.195 -0.335
H -9.180 -1.540 0.088
O -7.285 -0.783 0.084
C -6.661 0.079 -0.723
O -7.194 1.002 -1.277
C -5.190 -0.263 -0.838
H -5.089 -1.304 -1.148
H -4.747 0.386 -1.594
C -4.481 -0.085 0.510
C -3.050 -0.563 0.389
O -2.727 -1.696 0.087
N -2.117 0.376 0.659
N -0.766 0.057 0.542
C 0.147 1.058 0.529
O -0.198 2.217 0.689
C 1.558 0.636 0.336
C 2.019 -0.645 0.628
C 3.350 -0.964 0.437
C 4.219 0.000 -0.047
C 3.783 1.284 -0.331
C 2.453 1.597 -0.131
H 2.084 2.591 -0.334
H 4.475 2.026 -0.699
Br 6.048 -0.447 -0.315
H 3.714 -1.954 0.666
H 1.355 -1.396 1.029
H -0.622 -0.900 0.242
H -2.269 1.366 0.814
H -4.984 -0.707 1.254
H -4.518 0.957 0.829

---

No. 8
Molecular formula: C4H40O15
Method: DFT, the ωB97M-V functional and the def2-TZVPD basis

Properties
Frontier orbital gap = 0.3836 hartree
2S+1 = 1
Total charge = 0
Energy relative to the best compared isomer or geometry (same formula, charge and spin) = 0.0 kcal per mole

Positions of all 59 atoms, in Å:
C 1.280 -1.388 -3.362
C 0.059 -1.832 -2.553
C -0.900 -2.531 -3.535
C 0.514 -2.582 -1.336
H 1.805 -0.541 -2.950
H 1.997 -2.192 -3.544
H 1.056 -1.226 -4.418
H -0.506 -0.891 -2.214
H -1.884 -2.831 -3.082
H -0.454 -3.488 -3.888
H -1.407 -1.899 -4.312
H 1.309 -2.063 -0.811
H -0.316 -2.742 -0.610
H 1.058 -3.469 -1.631
H 2.238 1.357 0.205
H 3.694 0.858 -0.221
O 3.190 1.437 0.384
H -0.082 1.368 -0.344
H 0.625 1.152 -1.669
O 0.765 1.498 -0.782
H 0.911 -1.419 1.458
H 2.290 -0.767 1.598
O 1.482 -0.964 2.105
H 2.546 3.124 0.142
H 1.325 3.500 -0.439
O 1.908 3.861 0.274
H -3.144 -1.383 -1.789
H -3.130 -1.602 -3.315
O -3.276 -0.938 -2.645
H 1.043 2.356 3.636
H 1.614 0.885 3.854
O 1.109 1.600 4.285
H -3.382 1.148 -0.650
H -2.731 2.378 0.228
O -2.598 1.722 -0.504
H -3.799 -1.959 -0.157
H -2.384 -1.755 0.378
O -2.889 -2.244 -0.308
H -2.249 0.650 -2.838
H -1.719 1.928 -2.232
O -1.417 1.138 -2.699
H 4.888 -1.041 -0.371
H 3.833 -1.317 -1.568
O 4.042 -0.801 -0.781
H 1.801 4.023 3.115
H 1.297 3.698 1.624
O 1.105 3.597 2.609
H -1.355 3.377 1.912
H -1.878 2.023 2.450
O -2.127 2.797 1.930
H -1.250 -0.237 1.840
H -1.006 -1.595 2.438
O -1.349 -1.180 1.635
H -0.465 1.136 3.946
H -1.966 0.855 4.176
O -1.280 0.741 3.507
H 0.623 -1.977 3.424
H -0.289 -1.261 4.441
O -0.176 -2.091 3.966

---

Number 1: calculated total energy -23690.9144 eV. Number 2: calculated total energy -22279.7023 eV. Number 3: calculated total energy -11942.5166 eV. Number 4: calculated total energy -8899.0528 eV. Number 5: calculated total energy -7762.9628 eV. Number 6: calculated total energy -78332.5255 eV. Number 7: calculated total energy -93868.0735 eV. Number 8: calculated total energy -35511.3456 eV.